1.
Here is a molecular structure, C48H46Cl3CoGe2NO3PSi in a non-equilibrium geometry from the Open Molecules 2025 dataset. Energies are from wB97M-V/def2-TZVPD.

XYZ file:
```
106
Properties=species:S:1:pos:R:3:forces:R:3:mulliken_spin:R:1
Ge 1.5451 0.5926 3.3300 -0.013 -0.154 0.091 0.008
Ge -1.6988 -0.3121 -0.7652 0.206 -0.387 -0.170 -0.021
Co 1.6043 0.6794 0.7904 0.305 -1.174 0.181 1.061
Cl 3.2194 -0.5884 4.2451 -0.001 0.023 0.025 0.015
Cl -0.2249 -0.4992 4.2580 -0.073 0.057 0.009 0.011
Cl 1.6121 2.3194 4.7788 -0.084 0.091 -0.019 0.013
P -1.1737 2.3403 0.4831 3.450 -1.089 0.916 -0.001
Si 4.6667 1.7134 0.9141 0.171 -0.232 -0.053 0.004
O 1.7736 4.3738 -0.6816 0.031 0.047 0.068 -0.004
O 1.8811 -1.6343 0.7671 -0.187 -0.036 -0.164 -0.023
O 1.8837 2.5799 0.6510 0.530 -0.150 -0.510 -0.011
N 3.5213 0.4195 0.5948 -0.308 0.542 0.068 -0.100
C -0.6379 -1.3205 -4.7691 -0.019 0.023 0.060 0.000
C 1.3144 3.5898 0.1322 -0.333 0.104 0.214 -0.004
C -3.8842 -4.4059 0.2446 0.014 0.018 -0.012 0.000
C 0.4243 -4.1490 2.9724 0.035 0.009 -0.002 0.001
C -3.1967 1.4768 2.2519 0.134 -0.087 0.228 -0.002
C -0.3456 -4.8876 2.0841 0.038 -0.001 -0.047 0.000
C -2.0688 3.3758 -2.0705 0.236 0.079 -0.119 -0.001
C -5.6035 -0.1609 -2.4162 0.030 0.016 -0.026 0.000
C -0.5481 0.6421 0.5544 -0.651 0.753 -0.602 -0.040
C 3.9862 -0.8013 0.1746 0.087 0.322 0.145 -0.001
C -0.8450 3.0789 -4.1136 0.040 -0.022 0.035 0.000
C -3.1187 -4.2896 -0.9071 -0.097 0.130 -0.054 0.000
C 5.6783 -2.3181 -0.7380 -0.017 0.103 0.019 -0.001
C 1.1302 -2.7397 1.1739 0.023 0.082 0.394 -0.014
C -3.8900 -3.3716 1.1718 0.026 0.012 -0.023 0.000
C -4.1277 1.5814 -0.8784 0.049 -0.142 -0.084 0.004
C -0.7332 -0.7137 -2.4273 0.121 -0.082 -0.035 -0.001
C 5.2139 2.4490 -0.7286 0.154 0.156 -0.034 -0.001
C 0.0166 2.1777 -2.0526 0.115 0.003 0.099 -0.004
C 3.5763 -3.2066 -0.0291 -0.064 -0.047 -0.054 -0.002
C -2.3760 -3.1372 -1.1367 -0.163 0.029 0.025 0.000
C 0.1473 2.4155 -3.4143 -0.047 0.076 -0.039 -0.002
C 0.6226 -1.0380 -2.3219 -0.115 0.089 -0.032 0.025
C -3.2970 1.9222 4.6072 0.019 0.040 -0.037 0.001
C 4.8509 -3.4110 -0.5542 -0.050 -0.013 -0.002 0.001
C -1.1023 2.6452 -1.3793 -1.931 0.301 0.150 0.003
C -6.1639 1.0486 -2.0331 -0.003 -0.013 0.012 0.000
C -0.0875 3.8049 0.7187 -0.209 0.074 -0.032 -0.003
C -1.3467 -0.8392 -3.6724 0.075 -0.008 0.022 0.002
C -1.9539 3.5705 -3.4365 0.025 0.070 0.060 0.000
C 0.6993 -1.6721 -4.6379 -0.020 0.045 0.018 0.001
C 6.1033 0.9492 1.8840 0.152 -0.013 -0.043 -0.002
C -2.0390 2.2549 2.1463 -1.811 0.779 -1.129 0.002
C 1.3376 -1.5105 -3.4137 -0.002 -0.010 -0.020 0.001
C -5.4229 1.9180 -1.2490 -0.004 -0.042 0.029 0.000
C -3.1495 -2.2208 0.9346 0.120 -0.014 -0.008 0.000
C -3.8164 1.3042 3.4758 0.077 -0.031 0.036 0.000
C -2.3836 -2.0824 -0.2242 -0.087 0.010 0.153 -0.001
C 3.1662 -1.9319 0.2959 -0.031 -0.114 -0.084 0.013
C 0.3919 -3.4772 0.2720 -0.007 -0.076 -0.062 -0.002
C -0.3420 -4.5626 0.7361 0.127 -0.066 0.085 0.000
C -1.5359 2.8902 3.2703 0.032 0.070 0.024 -0.002
C -3.5236 0.3850 -1.2664 -0.028 0.099 0.042 0.000
C -2.1671 2.7111 4.4965 0.069 -0.126 0.046 0.000
C 1.1829 -3.0844 2.5135 -0.043 0.042 0.075 0.003
C -4.3105 -0.4870 -2.0299 0.034 0.079 0.049 -0.001
C 4.2111 3.1528 2.0164 -0.214 0.094 0.040 -0.001
C 5.2585 -1.0426 -0.3812 -0.020 -0.066 -0.150 0.009
H 1.2439 -2.0660 -5.4875 0.005 0.032 0.002 0.000
H 5.1704 -4.4091 -0.8233 0.008 -0.002 0.029 0.000
H 2.9122 -4.0459 0.1214 0.003 -0.002 -0.006 0.000
H -3.1051 -5.0933 -1.6343 0.009 -0.005 0.004 0.000
H -3.9155 -1.4550 -2.3118 -0.033 0.007 -0.017 0.000
H -3.1739 -1.4178 1.6655 0.006 -0.025 0.008 0.000
H 5.1331 3.5535 2.4527 0.003 -0.092 -0.016 0.000
H 5.9248 -0.2054 -0.5354 0.009 -0.045 -0.020 0.001
H -0.7498 3.2261 -5.1819 0.008 0.016 0.007 0.000
H -0.5810 4.6161 0.1788 -0.066 0.017 0.074 0.001
H -0.8546 0.2396 1.5207 0.009 0.026 0.061 0.018
H -0.9252 -5.1485 0.0408 0.043 0.010 0.024 0.000
H 5.9114 1.0950 2.9507 -0.024 0.006 -0.031 0.000
H 0.0210 4.0898 1.7567 0.178 0.011 0.021 0.002
H -2.3858 -0.5568 -3.7945 0.007 -0.030 -0.027 0.000
H 1.1282 -0.9028 -1.3704 0.016 -0.095 -0.039 0.007
H -2.7264 4.1136 -3.9664 0.017 0.006 0.000 0.000
H -3.5990 0.9721 1.3867 -0.037 -0.008 0.011 -0.001
H -4.4885 -3.4522 2.0714 0.042 -0.015 0.015 0.000
H -3.5911 2.2886 -0.2589 -0.088 0.016 -0.006 -0.001
H -3.7617 1.7737 5.5732 -0.026 0.030 -0.012 0.000
H -2.9090 3.8077 -1.5476 -0.069 -0.032 -0.024 0.000
H -4.7004 0.6830 3.5485 0.013 -0.009 -0.018 0.000
H -7.1732 1.3044 -2.3305 -0.001 -0.003 0.006 0.000
H 0.7995 1.6468 -1.5359 0.014 -0.038 0.019 0.042
H 1.8112 -2.5133 3.1834 -0.036 0.019 -0.006 -0.001
H 6.2082 2.9036 -0.6480 -0.051 0.002 -0.031 0.000
H 0.4405 -4.3959 4.0265 -0.012 0.009 -0.013 0.000
H 6.6670 -2.4534 -1.1613 -0.002 0.032 0.012 0.000
H 0.3988 -3.2166 -0.7785 0.014 0.020 0.019 -0.001
H 3.5547 2.8602 2.8387 0.061 0.038 0.017 -0.001
H 6.2322 -0.1196 1.7195 0.032 0.017 0.040 0.000
H 7.0519 1.4454 1.6465 -0.042 -0.010 0.025 0.000
H -6.1791 -0.8603 -3.0101 0.016 -0.010 -0.008 0.000
H 2.3868 -1.7593 -3.3028 -0.014 0.002 0.020 0.000
H -1.7423 3.1873 5.3701 0.048 -0.059 0.002 0.000
H -5.8535 2.8558 -0.9186 0.020 0.005 0.003 0.000
H -0.9473 -5.7156 2.4388 0.024 -0.010 -0.009 0.000
H 1.0376 2.0669 -3.9210 -0.020 -0.063 0.009 0.000
H -0.6346 3.4783 3.2538 -0.017 0.013 0.029 0.001
H -4.4753 -5.2972 0.4176 0.015 0.004 0.015 0.000
H 4.5063 3.2363 -1.0071 -0.012 -0.065 -0.005 0.000
H -1.7887 -3.0566 -2.0454 -0.009 -0.022 -0.005 0.000
H -1.1375 -1.4327 -5.7244 0.017 0.030 -0.003 0.000
H 3.7168 3.9480 1.4600 0.026 -0.007 0.020 0.000
H 5.2380 1.7155 -1.5377 0.003 0.005 0.033 0.000
```
Positions in Å, forces in eV/Å.

The HOMO energy (spin up / spin down) comes out at -4.304 / -4.447 eV. As for the total charge: -1. As for the LUMO energy (spin up / spin down): 1.43 / 1.44 eV. The HOMO-LUMO gap (spin up / spin down) comes out at 5.73 / 5.88 eV. As for the spin multiplicity: 2.

***

2.
Here is a molecular structure, C48H46N4O3PtTe from the Open Molecules 2025 dataset. Energies are from wB97M-V/def2-TZVPD.

XYZ file:
```
103
Properties=species:S:1:pos:R:3:forces:R:3:mulliken_spin:R:1
Pt 0.4135 0.4177 0.8178 -0.137 -0.181 -0.186 1.631
Te -2.8683 -1.8420 -2.0906 0.070 -0.099 0.048 0.704
O -0.6648 4.3683 2.0535 -0.091 0.021 -0.041 0.002
O 4.3046 -0.5776 1.9983 0.045 -0.083 -0.075 0.008
O -1.2737 -0.3496 2.3203 -0.195 -0.057 0.035 0.479
N 1.5878 1.6449 2.1844 -0.029 -0.032 0.129 0.141
N -1.4924 -0.3006 0.2006 0.115 0.233 0.235 1.369
N 2.2665 -0.6505 1.1147 -0.086 0.046 0.002 0.036
N -0.6488 2.3989 1.0163 -0.037 -0.035 -0.003 0.192
C -1.1850 -4.5329 0.8758 -0.031 -0.029 0.021 0.005
C -6.6524 -4.7134 -6.2587 0.039 0.016 0.028 -0.004
C -4.7238 -4.7958 -4.6368 -0.023 -0.013 0.013 0.020
C -2.1481 -0.3528 1.4219 0.194 -0.004 -0.147 0.001
C -3.5803 -0.4103 1.5764 0.003 -0.002 0.122 -0.065
C -5.5066 -0.9828 2.8845 0.001 -0.002 0.000 0.002
C 1.1448 2.8385 2.5586 -0.042 -0.007 -0.035 -0.037
C -1.7433 4.4605 1.0499 0.057 -0.050 0.047 0.006
C 1.8460 3.6082 3.4698 0.047 0.035 0.027 0.001
C 3.0370 3.0930 3.9744 -0.009 -0.009 -0.017 -0.003
C 3.0532 -2.3422 -3.3494 -0.001 -0.020 0.033 0.005
C 2.7453 1.1616 2.6229 0.007 -0.001 -0.037 -0.032
C -1.2903 2.3886 -1.7874 -0.046 0.046 -0.051 0.002
C -4.3937 0.1778 0.5963 0.043 -0.081 0.033 0.102
C 2.7604 0.0171 -3.0023 -0.016 0.016 0.007 0.026
C -3.9694 -2.8280 -3.4939 -0.252 -0.078 -0.183 0.042
C -1.9308 2.9993 0.5927 0.107 0.024 -0.058 -0.012
C -2.8106 -5.0960 -3.0843 -0.042 0.041 -0.074 0.013
C -3.5269 3.1337 -1.3168 -0.022 -0.008 -0.017 -0.001
C -5.7656 -2.6790 -5.0898 0.011 0.061 -0.022 0.007
C 3.5136 1.8592 3.5358 0.036 0.027 0.019 -0.001
C 3.0560 -2.5470 -1.9769 0.002 0.014 -0.040 -0.001
C 3.1010 -0.0904 1.9171 0.058 -0.028 -0.017 0.065
C -5.7033 -4.0539 -5.3098 -0.026 -0.090 -0.043 0.089
C 2.8991 -1.0610 -3.8635 -0.010 0.005 -0.011 -0.002
C -2.6183 -3.2786 -0.5745 0.160 0.075 0.059 0.102
C -5.7620 0.2052 0.7862 -0.033 -0.006 0.005 -0.029
C -2.8925 2.5864 -3.5718 -0.004 -0.013 -0.014 0.001
C 2.9607 -1.7232 0.3823 0.044 0.081 0.025 -0.025
C 2.7755 -0.1856 -1.6272 0.043 -0.068 -0.031 0.027
C -2.1207 -5.9953 2.7046 -0.009 0.014 -0.014 -0.001
C -3.8555 -4.2241 -3.7326 0.099 -0.131 0.073 -0.015
C -0.0687 -3.1932 -0.8992 -0.214 -0.158 -0.021 0.054
C -5.1645 -3.4257 -0.3188 0.070 0.040 0.017 0.029
C -2.2430 2.8222 -0.8724 0.022 0.011 0.038 0.028
C -5.0441 -0.5417 -4.0788 0.016 -0.107 -0.054 0.039
C -1.3226 -3.6564 -0.1955 0.011 0.073 -0.092 -0.041
C -4.1336 -0.9827 2.7277 -0.013 0.054 -0.003 0.010
C 2.9170 -1.4706 -1.1074 0.068 0.007 -0.004 0.019
C -1.6174 2.2645 -3.1339 0.027 -0.010 0.050 0.003
C -3.8475 3.0248 -2.6615 -0.028 0.000 0.037 0.004
C -3.7556 -3.7730 0.0878 -0.029 0.105 -0.010 -0.102
C -6.3144 -0.3824 1.9220 -0.002 0.003 -0.013 0.013
C 4.3732 -1.6916 1.0290 -0.073 0.087 0.039 0.002
C -4.9103 -2.0415 -4.2155 0.007 0.181 -0.027 -0.006
C -0.1029 3.2039 1.8525 -0.007 0.032 -0.019 0.049
C -3.5552 -4.6399 1.1496 -0.030 -0.043 0.031 0.007
C -2.2833 -5.0350 1.5625 0.038 -0.012 0.015 0.014
H 3.6091 3.6657 4.6923 -0.004 -0.004 -0.004 0.000
H -6.4033 0.6822 0.0562 0.008 -0.014 0.013 0.000
H -0.2304 -2.9304 -1.9466 0.003 0.010 0.010 0.004
H -3.1388 2.5143 -4.6232 0.002 0.008 0.007 0.000
H -4.4226 -5.0375 1.6658 0.012 0.003 -0.008 0.002
H -5.3142 -2.3444 -0.3892 0.005 -0.021 -0.002 -0.005
H -4.2309 -0.0593 -3.5359 -0.001 -0.015 0.001 -0.012
H -3.4870 -1.4270 3.4736 -0.003 0.004 -0.006 0.003
H -2.6089 4.8968 1.5358 0.007 0.009 0.016 0.001
H -2.6545 -6.9249 2.5024 0.008 0.008 0.000 0.001
H -1.8304 -4.6140 -3.0812 -0.021 -0.017 0.018 0.002
H -5.9793 -0.2849 -3.5773 0.018 -0.008 0.032 0.003
H 2.4665 -2.6690 0.5989 0.001 -0.063 0.028 0.008
H -2.7188 -6.0299 -3.6340 0.006 0.004 -0.026 0.000
H -5.8745 -3.8135 0.4089 0.000 0.011 -0.005 0.001
H 5.1646 -1.4528 0.3257 0.035 0.025 -0.006 0.001
H 3.1769 -3.1835 -4.0187 0.001 0.009 0.006 0.000
H 4.6181 -2.5869 1.5911 -0.003 -0.007 0.021 0.000
H 4.4577 1.4579 3.8797 -0.015 0.014 0.000 0.002
H -0.2793 2.1727 -1.4654 0.037 -0.008 0.006 -0.001
H -4.2776 3.4758 -0.6108 0.016 -0.005 -0.020 -0.001
H -7.3879 -0.3688 2.0608 0.010 0.003 0.002 0.000
H -4.6389 -5.8554 -4.8464 0.004 0.012 0.012 0.003
H 0.3621 -2.3217 -0.4070 0.011 0.101 0.023 -0.006
H -2.5387 -5.5793 3.6229 0.001 -0.001 -0.011 0.001
H -6.3879 -5.7519 -6.4421 0.003 0.003 0.003 -0.001
H -1.0745 -6.2349 2.8826 -0.002 0.001 -0.001 0.000
H -3.0677 -5.3449 -2.0545 -0.011 -0.007 -0.019 0.003
H -0.8660 1.9392 -3.8423 -0.007 0.007 0.010 0.001
H 1.4765 4.5810 3.7653 0.006 -0.012 0.002 0.001
H -4.8393 3.2944 -3.0015 0.014 -0.002 0.004 0.000
H -7.6658 -4.6851 -5.8514 0.002 0.002 0.008 0.013
H -6.6794 -4.1825 -7.2111 0.006 0.007 0.005 0.008
H -1.3835 5.1047 0.2501 0.027 0.021 -0.007 -0.001
H 2.9040 -0.9029 -4.9339 0.005 -0.001 0.013 0.000
H -0.1905 -4.8560 1.1645 -0.012 0.004 -0.004 0.000
H 2.7291 0.6769 -0.9698 0.003 0.043 0.028 -0.043
H -3.9505 0.6415 -0.2781 0.007 -0.011 0.005 0.021
H -5.4151 -3.8562 -1.2892 -0.013 -0.021 -0.031 0.001
H -5.0734 -0.0881 -5.0699 -0.029 -0.022 0.006 0.003
H 0.6829 -3.9833 -0.8841 -0.031 0.020 0.012 0.007
H 2.6682 1.0202 -3.3994 0.005 -0.019 0.010 0.001
H -5.9523 -1.4344 3.7606 0.005 0.009 -0.015 0.000
H -2.7205 2.5250 1.1845 -0.039 0.004 0.031 0.004
H 3.1731 -3.5512 -1.5825 0.012 0.026 -0.012 0.000
H -6.4983 -2.0915 -5.6323 0.015 0.001 0.013 0.002
```
Positions in Å, forces in eV/Å.

As for the energy relative to the best compared isomer or geometry (same formula, charge and spin): 94.8 kJ/mol. The HOMO energy (spin up / spin down) comes out at -15.364 / -15.638 eV. As for the total charge: +3. As for the LUMO energy (spin up / spin down): -8.38 / -10.62 eV. The HOMO-LUMO gap (spin up / spin down) comes out at 6.99 / 5.02 eV. As for the spin multiplicity: 6.